An isolated ion of composition C10H22N3O2 and charge +1, computed with wB97M-V/def2-TZVPD.

Properties
E_HOMO: -0.4859 hartree
Structure (SMILES): CCOC(OCC)/C(CC)=N\C=[N+](\C)N
Calculated total energy: -19282.0618 eV
Gap between HOMO and LUMO: 0.3586 Ha
Relative energy (zero: lowest compared OMol25 entry of this formula, charge and spin): 67.65 kcal/mol
Charge: +1

```
37
Properties=species:S:1:pos:R:3:forces:R:3:lowdin_charge:R:1
C -1.67418 -1.87149 1.91099 1.477 0.821 0.212 -0.040
C -0.97448 -1.97817 0.57075 1.607 -0.351 -0.917 -0.241
O -0.32651 -0.72487 0.42046 1.065 1.109 0.648 -0.180
C 0.63091 -0.66142 -0.59883 -0.842 -0.367 -0.384 -0.350
O 1.82401 0.01260 -0.36470 -1.603 0.400 0.041 -0.085
C 2.74544 -0.50229 0.63666 -2.364 -1.791 -0.698 -0.169
C 2.03364 -0.71709 1.99165 2.449 -4.409 -0.432 -0.047
C -0.12956 0.05080 -1.72603 0.127 -0.337 -0.067 -0.155
C 0.43802 -0.16707 -3.06187 -1.854 0.782 -3.829 -0.128
C -0.23370 -1.44135 -3.85264 -1.762 1.095 3.025 -0.031
N -1.26651 0.56421 -1.48436 0.784 -0.623 -2.024 0.210
C -1.92944 1.13257 -0.55480 -0.341 1.547 1.714 -0.076
N -1.46210 2.19506 0.09803 2.143 -1.581 -0.924 -0.181
C -2.22172 3.05074 0.93130 -1.486 0.277 -2.518 -0.006
N -0.11725 2.58104 -0.16618 0.300 -1.326 1.056 0.127
H -0.99788 -1.88747 2.84909 -0.685 0.545 -1.878 0.124
H -2.30439 -0.98119 1.84628 -0.014 -0.164 0.527 0.078
H -2.23344 -2.72370 2.03558 -1.866 -1.882 0.320 0.045
H -1.51553 -2.23607 -0.41506 -0.168 0.437 1.780 0.156
H -0.11689 -2.66834 0.54813 -0.535 -0.619 0.487 0.116
H 0.77928 -1.69810 -0.98619 0.370 0.286 0.259 0.170
H 3.17818 -1.40773 0.11101 -0.003 0.825 1.333 0.150
H 3.37691 0.31827 0.70950 1.805 0.996 0.152 0.097
H 1.61214 0.13702 2.36686 -1.237 2.232 0.634 0.033
H 1.23533 -1.55855 1.89360 1.740 1.469 0.628 0.092
H 2.89717 -0.98817 2.74268 -1.809 0.100 -1.281 0.128
H 0.30857 0.73362 -3.74376 0.081 -0.863 1.061 0.144
H 1.46563 -0.42135 -3.07073 1.092 0.035 0.596 0.100
H 0.04771 -2.20499 -3.11203 -0.389 -0.602 -0.887 0.058
H 0.13977 -1.64179 -4.83516 0.529 0.181 -0.311 0.062
H -1.39116 -1.37370 -3.88393 2.001 0.027 0.060 0.105
H -2.97261 0.91124 -0.29585 0.407 -0.400 -0.397 0.172
H -2.61214 3.86514 0.32007 0.012 0.326 0.199 0.118
H -3.03798 2.50454 1.27871 -1.471 -0.741 0.945 0.083
H -1.63256 3.40179 1.68202 1.494 0.947 2.259 0.074
H 0.59197 2.20236 0.56809 -1.888 1.031 -1.529 0.157
H -0.18696 3.57796 -0.22282 0.835 0.585 0.140 0.092
```
Forces are in eV/Å.


A 2-piece molecular cluster, C10H22N3O6P2S overall, computed with wB97M-V/def2-TZVPD.

Properties
E_HOMO: -0.4432 hartree
Calculated total energy: -56887.0368 eV
Gap between HOMO and LUMO: 0.2445 Ha
Charge: +1

```
44
Properties=species:S:1:pos:R:3:forces:R:3:lowdin_charge:R:1
N -1.01306 2.07917 -2.53238 -0.053 -0.651 -0.433 -0.295
P -1.69000 0.66748 -2.63627 -0.191 1.693 0.299 0.783
C -0.78747 -0.64059 -1.68423 -0.753 0.267 -0.857 -0.301
C -0.68934 -1.89919 -2.18079 0.163 -0.655 -0.069 -0.036
C -0.02643 -2.86183 -1.40915 1.447 -0.705 0.038 -0.161
P 0.07787 -4.59015 -2.00937 -2.022 -2.126 -1.405 0.506
N -1.37454 -5.11970 -2.08741 0.482 0.348 0.152 -0.140
O 0.95069 -5.51852 -1.03342 0.110 1.757 0.111 -0.103
O 0.76165 -4.62353 -3.48092 0.387 0.679 1.206 -0.141
C 0.51914 -2.52545 -0.17655 -0.606 -0.016 -0.965 0.039
C 0.40520 -1.21466 0.25314 1.172 -0.311 1.897 -0.169
C 0.98791 -0.82310 1.60846 -1.048 0.183 -0.230 -0.092
C -0.10088 -0.05441 2.41735 0.477 -0.100 -0.065 -0.201
C 0.41581 0.54890 3.74147 -1.196 -0.900 -0.841 -0.202
S 1.37312 -0.59429 4.75533 1.560 1.859 2.109 0.576
O 1.24389 -0.13994 6.09707 -1.166 -0.144 0.278 -0.258
O 2.72587 -0.56874 4.30757 -0.201 -1.135 -1.470 -0.255
O 0.76162 -2.07537 4.65494 -0.023 0.567 -1.088 -0.135
N -0.22719 -0.32739 -0.49777 -0.481 0.446 -0.523 0.159
H -0.79549 2.35233 -3.49160 0.438 0.428 0.329 -0.008
H -2.97443 0.72967 -2.03555 0.230 -0.769 -0.067 0.025
H -1.86327 0.15080 -3.93743 -0.034 -0.470 0.387 0.035
H -1.11471 -2.15080 -3.14896 0.027 -0.034 0.215 0.128
H -1.61905 -5.37115 -3.03983 -0.471 -0.018 0.215 -0.002
H 1.62902 -5.02351 -0.54755 0.279 -0.498 -0.081 0.079
H 0.47548 -5.48183 -3.83665 0.240 0.121 -0.288 0.092
H 1.00875 -3.27773 0.43166 -0.014 0.356 0.103 0.128
H 1.93158 -0.27355 1.50336 -0.236 0.028 -0.020 0.149
H 1.19749 -1.75615 2.14318 0.210 0.242 -0.198 0.110
H -0.53677 0.76605 1.82920 0.169 -0.081 0.210 0.109
H -0.92906 -0.75669 2.59566 0.166 0.181 0.064 0.124
H 1.03430 1.42573 3.52840 0.200 -0.334 0.428 0.126
H -0.46177 0.84099 4.33045 0.377 0.067 0.067 0.116
H -0.20757 -2.04005 4.59915 0.059 -0.096 0.372 0.104
H -0.33360 0.64351 -0.20348 0.310 -0.059 0.105 0.165
C 0.74654 5.32810 -0.71184 0.062 0.024 0.050 -0.099
C -0.62011 5.96405 -0.89217 0.025 -0.408 -0.129 -0.322
O -1.14449 5.68206 -2.18464 -0.023 0.134 -0.038 -0.089
H 1.43977 5.69379 -1.47000 -0.013 0.057 0.037 0.078
H 1.15607 5.55093 0.27557 0.018 -0.016 -0.015 0.072
H 0.68390 4.24213 -0.82921 -0.043 -0.003 0.053 0.049
H -0.55308 7.04653 -0.79630 -0.084 -0.004 -0.090 0.114
H -1.32104 5.59306 -0.13570 0.061 0.120 0.128 0.105
H -1.21461 4.72464 -2.26709 -0.013 -0.022 0.017 0.039
```
Forces are in eV/Å.


One molecule with the formula C10H22NP, computed with wB97M-V/def2-TZVPD.

Properties
E_HOMO: -0.2843 hartree
Structure (SMILES): CC(C)(C)[C@@H]1[C@H](C(C)(C)C)P1N
Calculated total energy: -21502.8173 eV
Gap between HOMO and LUMO: 0.3141 Ha
Relative energy (zero: lowest compared OMol25 entry of this formula, charge and spin): 8.99 kcal/mol
Charge: 0

```
34
Properties=species:S:1:pos:R:3:forces:R:3:lowdin_charge:R:1
C -0.07185 -2.18920 -1.48470 0.734 -0.087 -0.486 -0.068
C 0.99730 -1.40984 -0.72930 0.460 0.593 0.307 -0.660
C 2.18465 -2.35737 -0.42562 -0.864 0.486 0.547 -0.068
C 1.51549 -0.20730 -1.54958 -1.012 -2.156 -2.497 -0.054
C 0.31823 -0.97613 0.57869 -0.136 -1.245 -0.226 -0.451
C -0.67709 0.06064 1.00698 4.172 -0.082 0.815 -0.281
C -1.44167 1.21529 0.56129 -1.437 0.967 -0.436 -0.643
C -1.51948 2.36240 1.61516 -0.114 1.224 -0.736 -0.055
C -2.86800 0.65720 0.37943 -1.825 -0.847 1.533 -0.065
C -0.95044 1.76484 -0.73552 1.024 1.216 1.555 -0.054
P 1.19570 -0.08133 1.97611 -1.276 0.465 -1.042 0.988
N 2.30144 1.10009 1.20757 0.373 -0.394 1.433 -0.263
H -0.77054 -1.35760 -1.63888 -1.026 -1.118 -0.108 0.076
H -0.38962 -3.19177 -1.01226 0.100 1.911 -0.545 0.123
H 0.39140 -2.39889 -2.45390 -0.385 -0.285 -0.169 0.080
H 3.04708 -1.75824 0.02994 -0.784 -1.250 -1.083 0.098
H 1.76526 -2.99845 0.34819 0.498 -0.381 0.297 0.067
H 2.30065 -3.02106 -1.33301 0.798 1.020 0.947 0.101
H 1.71158 0.57772 -0.86007 0.188 0.930 -0.302 0.016
H 0.72051 0.01477 -2.38276 1.644 0.195 1.609 0.111
H 2.43182 -0.60892 -2.07313 -0.755 1.000 0.358 0.095
H -0.12227 -1.95373 0.84229 0.495 0.373 0.925 0.107
H -1.09597 -0.30281 1.86719 -1.613 -1.293 1.887 0.040
H -2.36542 3.10156 1.28713 1.770 -1.052 0.370 0.107
H -0.48578 2.86379 1.61445 -1.655 -0.477 0.321 0.101
H -1.83596 2.06166 2.63225 0.516 -0.211 -0.498 0.079
H -3.09250 0.07073 1.32609 -0.022 0.874 -0.728 0.094
H -3.71473 1.41717 0.29848 1.298 -0.766 -0.210 0.102
H -3.00604 -0.15867 -0.35496 0.394 0.747 -0.254 0.083
H -0.95351 1.06439 -1.48036 -0.468 -1.813 -2.022 0.038
H 0.08428 2.05998 -0.66069 0.410 0.407 0.228 0.080
H -1.52499 2.61191 -0.97893 -0.744 1.100 -0.678 0.080
H 2.95119 1.28348 1.99853 -0.805 0.404 -0.360 0.011
H 2.96925 0.68366 0.58393 0.046 -0.453 -0.752 -0.015
```
Forces are in eV/Å.


One molecule with the formula C10H22P2, computed with wB97M-V/def2-TZVPD.

Properties
E_HOMO: -0.3102 hartree
Structure (SMILES): [H]/P=C(\PCC(C)(C)C)C(C)(C)C
Calculated total energy: -29300.8308 eV
Gap between HOMO and LUMO: 0.3198 Ha
Relative energy (zero: lowest compared OMol25 entry of this formula, charge and spin): 40.49 kcal/mol
Charge: 0

```
34
Properties=species:S:1:pos:R:3:forces:R:3:lowdin_charge:R:1
H -0.41510 2.48489 0.87166 0.418 0.394 0.060 -0.170
P -1.71862 2.02603 1.05175 -0.519 -0.047 0.083 0.874
C -1.52062 0.61144 0.20514 -2.124 -1.928 -0.730 -0.760
P -0.02694 0.18842 -0.77045 0.382 1.528 0.317 0.910
C 1.26844 0.39214 0.50073 -0.009 3.681 2.813 -0.429
C 2.70424 0.29377 0.00352 -0.051 -0.143 -0.773 -0.668
C 3.00066 -1.11140 -0.43885 0.367 -0.658 -0.959 -0.098
C 2.98851 1.20527 -1.23379 -0.546 -1.908 1.123 -0.053
C 3.66561 0.57474 1.13978 -1.022 -0.610 0.898 -0.067
C -2.89886 -0.34341 -0.04613 2.396 1.106 -0.009 -0.705
C -2.66519 -1.65291 0.68979 3.757 -0.654 1.150 -0.106
C -3.04077 -0.52246 -1.57950 1.833 -0.478 0.637 -0.076
C -4.08907 0.27185 0.56508 -2.298 -1.481 2.299 -0.178
H 0.22989 -1.13147 -0.71104 -0.943 -2.036 -0.092 -0.069
H 1.15503 -0.09331 1.53498 -0.219 -0.095 -1.709 0.114
H 1.09705 1.53444 0.85146 0.779 -2.313 -0.838 0.074
H 3.93454 -1.28811 -0.95023 0.912 0.649 0.137 0.088
H 2.36027 -1.44719 -1.20623 -1.390 -0.331 -0.900 0.048
H 2.97640 -1.86318 0.31003 -0.240 -0.451 1.167 0.082
H 2.76094 2.21039 -1.27092 -1.197 2.313 0.920 0.056
H 2.58655 0.83155 -2.15023 0.006 -0.733 -0.586 0.066
H 4.01996 1.21586 -1.19428 2.497 -0.174 -0.911 0.053
H 3.49392 1.55982 1.41122 0.295 2.504 0.349 0.052
H 3.26335 0.11275 2.07551 0.870 -0.540 -0.746 0.099
H 4.72367 0.40528 0.92797 -0.260 -0.227 0.119 0.097
H -1.84311 -2.24781 0.16026 -1.219 0.531 0.486 0.088
H -2.13520 -1.42270 1.69948 -1.094 -0.262 -1.440 0.109
H -3.48330 -2.32203 0.93442 -0.461 0.254 -0.445 0.072
H -3.67150 -1.48997 -1.69444 1.032 1.892 -0.656 0.116
H -3.38526 0.44909 -2.00442 -0.349 -1.092 0.004 0.089
H -1.91045 -0.58307 -1.94206 -2.656 -0.673 0.076 0.041
H -4.97869 -0.43934 0.37881 1.253 0.704 0.630 0.116
H -4.48450 1.16148 0.18123 0.088 1.696 -0.850 0.042
H -3.96184 0.42910 1.69974 -0.290 -0.420 -1.625 0.096
```
Forces are in eV/Å.


One molecule with the formula C10H22P2, computed with wB97M-V/def2-TZVPD.

Properties
E_HOMO: -0.3119 hartree
Structure (SMILES): CC(C)(C)C/P=C(\P)C(C)(C)C
Calculated total energy: -29301.2578 eV
Gap between HOMO and LUMO: 0.3234 Ha
Relative energy (zero: lowest compared OMol25 entry of this formula, charge and spin): 30.65 kcal/mol
Charge: 0

```
34
Properties=species:S:1:pos:R:3:forces:R:3:lowdin_charge:R:1
C 1.05994 0.56777 3.01904 -2.191 -1.620 1.633 -0.078
C -0.43444 0.05909 2.79676 0.312 2.192 0.490 -0.639
C -1.34864 1.34170 2.74990 0.246 -0.604 -1.353 -0.079
C -0.92789 -0.94944 3.87521 0.651 1.013 -1.261 -0.030
C -0.47454 -0.51499 1.40633 0.413 -0.169 -0.489 -0.453
P 0.11476 0.66063 0.01244 -0.119 -1.609 1.125 1.069
C 0.11209 -0.41355 -1.28132 -0.780 -0.669 1.359 -0.725
P -0.78887 -2.05004 -1.23477 -0.707 1.291 2.241 0.853
C 0.45809 0.19568 -2.58397 0.285 -1.127 -1.687 -0.773
C -0.80244 0.65349 -3.31971 0.807 0.832 0.210 -0.056
C 1.28652 1.44018 -2.40949 3.046 -2.045 0.597 -0.152
C 1.17741 -0.76871 -3.54962 2.985 -0.107 -1.483 -0.107
H 1.27659 1.27810 2.29858 0.415 1.709 -1.246 -0.001
H 1.84895 -0.16813 2.94618 -0.080 -0.626 0.204 0.079
H 1.01383 0.99540 4.00898 0.634 0.388 0.344 0.080
H -2.11630 1.14202 1.92470 0.765 0.578 1.174 0.085
H -0.62788 2.12844 2.36972 -1.487 -0.166 0.750 0.071
H -1.90802 1.53527 3.68955 0.752 0.302 -0.567 0.077
H -1.38241 -1.67604 3.24735 -0.280 -1.502 0.198 0.061
H -0.05642 -1.24884 4.41326 0.428 -0.981 0.353 0.067
H -1.66456 -0.64184 4.60158 -0.196 0.690 0.002 0.071
H 0.16936 -1.40092 1.44349 -0.099 -0.046 -0.472 0.063
H -1.49612 -0.80931 1.17050 -0.168 -0.301 -0.129 0.055
H -0.10117 -2.71912 -2.12149 1.452 -1.261 -2.289 -0.176
H -0.10423 -2.80417 -0.20224 -0.347 0.715 -0.271 -0.075
H -1.55690 0.78769 -2.58360 -1.023 0.329 0.220 0.067
H -1.06995 -0.05032 -4.06444 -0.647 -0.589 -0.699 0.068
H -0.52422 1.60894 -3.77855 -0.611 -0.171 -0.202 0.089
H 1.53005 1.62210 -3.43308 0.163 1.420 -0.499 0.066
H 0.70745 2.12982 -1.84451 0.055 1.202 0.001 0.022
H 2.31974 1.18148 -1.90341 -2.067 0.680 -0.611 0.127
H 1.55398 -0.28464 -4.56494 -0.612 -0.192 2.235 0.121
H 0.64033 -1.58700 -4.01218 -0.770 -0.282 0.644 0.048
H 2.11589 -1.24073 -3.08625 -1.223 0.729 -0.524 0.105
```
Forces are in eV/Å.


A 2-piece molecular cluster, C10H23ClNO3 overall, computed with wB97M-V/def2-TZVPD.

Properties
E_HOMO: -0.0675 hartree
Calculated total energy: -30895.2690 eV
Gap between HOMO and LUMO: 0.1689 Ha
Relative energy (zero: lowest compared OMol25 entry of this formula, charge and spin): 38.36 kcal/mol
Charge: -1

```
38
Properties=species:S:1:pos:R:3:forces:R:3:lowdin_charge:R:1
C -1.77135 -1.05404 2.50900 0.010 -0.046 0.174 -0.126
C -2.38017 -0.61928 1.18053 -0.082 -0.017 0.023 -0.294
C -2.06299 -1.61827 0.06566 0.031 -0.099 -0.063 -0.264
C -2.95564 -2.89471 0.11263 0.010 -0.004 0.073 -0.546
N -2.33974 -4.12327 0.52264 -0.045 0.040 -0.022 -0.559
Cl -1.26843 -4.62234 -0.86062 0.037 0.088 0.004 0.169
H -2.03469 -0.38863 3.34078 -0.028 0.001 -0.101 0.056
H -2.09295 -2.06649 2.76759 0.035 0.030 -0.069 0.066
H -0.68042 -1.07789 2.43376 0.001 -0.008 -0.017 0.060
H -2.02904 0.38546 0.92156 0.035 -0.052 -0.009 0.072
H -3.47065 -0.54956 1.29725 0.046 0.053 -0.053 0.093
H -2.12403 -1.12627 -0.91297 -0.083 0.017 0.062 0.087
H -1.02998 -1.96257 0.17647 0.004 0.057 -0.044 0.067
H -3.51563 -2.95483 -0.85038 0.055 -0.028 0.072 0.062
H -3.71703 -2.73251 0.89512 -0.017 -0.028 -0.046 0.078
C 3.59019 -1.00736 0.90364 0.061 -0.064 -0.017 -0.118
O 3.09620 -0.22073 -0.15340 -0.140 0.127 0.095 -0.198
C 2.07893 -0.86557 -0.90708 -0.048 -0.164 -0.053 -0.195
C 1.03750 0.11567 -1.39549 0.062 -0.064 0.015 -0.176
O 0.19238 0.61143 -0.37244 0.029 0.092 -0.009 -0.138
C 0.65941 1.68278 0.41814 -0.003 0.026 -0.012 -0.188
C 0.40760 3.04190 -0.19653 -0.073 0.100 0.068 -0.205
O 1.26658 3.28682 -1.29726 0.002 -0.184 -0.042 -0.192
C 0.67583 4.04370 -2.32187 -0.010 0.091 0.006 -0.123
H 4.19046 -1.85157 0.54195 -0.016 0.002 -0.028 0.086
H 4.22260 -0.36733 1.51842 0.010 -0.008 -0.006 0.082
H 2.77717 -1.40759 1.51863 -0.003 0.031 0.008 0.090
H 1.58674 -1.63944 -0.30827 -0.028 0.042 0.013 0.124
H 2.52316 -1.35426 -1.78489 0.014 -0.045 0.028 0.127
H 0.37426 -0.44280 -2.05992 0.017 0.050 -0.048 0.130
H 1.50749 0.92672 -1.95772 0.011 0.039 0.046 0.120
H 1.71392 1.57184 0.68185 0.017 -0.027 -0.069 0.124
H 0.06296 1.64051 1.33441 0.085 -0.023 0.054 0.124
H 0.56856 3.80668 0.57746 -0.025 0.039 -0.037 0.124
H -0.64008 3.09842 -0.51480 0.009 -0.047 -0.020 0.124
H -0.28743 3.62005 -2.62811 0.019 -0.022 -0.011 0.088
H 1.35559 4.02764 -3.17279 0.001 0.015 0.005 0.084
H 0.51269 5.08768 -2.02295 0.000 -0.010 0.029 0.084
```
Forces are in eV/Å.